The ion C5H6NO2S2 with charge -1 at a distorted geometry. Source: OMol25; level of theory: ωB97M-V/def2-TZVPD.

Each line ends with the Mulliken charge.
Atoms and positions in Å:
H 0.620 -0.609 1.944  0.3520
C 0.383 -1.529 1.389  -0.9311
H -1.180 0.682 0.241  0.3843
H 0.593 2.117 -3.435  0.3943
S 1.322 0.074 -2.294  -0.0886
H -1.220 2.547 -1.595  0.3492
S 2.830 -1.436 0.104  0.5303
C 0.415 -0.234 -0.882  0.2928
H -0.707 -1.652 1.341  0.3058
N 0.972 -1.578 0.098  -0.2332
O 3.173 -2.794 0.576  -0.6439
O 3.080 -0.410 1.138  -0.6235
C 0.382 1.505 -2.579  -0.5810
C -0.552 1.701 -1.614  -0.4308
H 0.807 -2.377 1.935  0.3232
C -0.533 0.694 -0.617  -0.3997

Values from the calculation:
Orbital gap ... 7.05 eV
LUMO level ... 3.17 eV
ΔE to the lowest compared entry with this formula, charge and spin ... 0.218 eV
F_max ... 5.48 eV/Å
Charge ... -1



A structure of composition C29H46CaGe2N2O5Se. Source: OMol25; level of theory: ωB97M-V/def2-TZVPD.

Each line ends with the Mulliken charge.
Atoms and positions in Å:
H -0.096 4.554 -0.991  0.3823
H -4.127 -1.235 4.615  0.1260
C -5.823 0.821 1.253  -0.0431
H -0.099 1.561 -6.728  0.4415
C 1.124 1.244 -4.990  2.4260
H 4.396 2.875 1.508  0.3814
H -3.739 2.832 0.186  0.4767
C -2.960 2.097 0.417  -0.8664
H 1.516 3.230 -5.715  0.4343
H 6.389 -0.463 0.291  0.4726
H 2.120 -2.301 -1.178  0.4772
O -1.183 -0.987 0.869  -0.8669
C -7.252 1.464 3.080  -0.4305
H 3.217 0.667 -5.185  0.3815
H 3.006 1.660 3.122  0.4415
H 2.081 -0.487 -5.902  0.3951
H 2.402 1.054 -6.709  0.4310
C 2.282 0.571 -5.739  -1.8088
H -3.892 3.240 -2.316  0.2491
C -0.194 1.074 -5.757  -1.4897
H -0.314 -0.441 3.570  0.4152
H 2.355 2.860 -4.201  0.3685
C -6.149 1.964 3.759  -0.8122
H -4.027 -2.084 1.646  0.4588
H -8.236 1.519 3.527  0.3893
C 5.457 -0.908 -0.036  -0.5997
Ge -2.369 -0.284 2.158  0.9643
H 5.204 1.389 1.974  0.3935
Se -0.082 -2.305 1.273  1.0255
C -2.157 5.180 -1.098  -1.0827
N 0.841 0.121 -2.646  -0.4270
C -1.049 4.311 -0.506  -0.7523
C -4.709 1.308 1.932  -0.6685
C 4.345 1.785 1.427  -0.6797
H -0.420 0.020 -5.919  0.3849
H 3.989 -3.854 -0.803  0.4511
H -2.858 -2.610 2.836  0.4314
C 4.356 -0.096 -0.274  0.3716
H -1.023 1.527 -5.212  0.2785
C 5.345 -2.274 -0.222  -0.4270
C 3.088 -1.920 -0.867  -0.0566
H -4.088 1.516 -2.073  0.2774
H 3.618 1.866 -0.607  0.0683
H -1.056 0.440 5.773  0.4152
H -0.785 1.242 3.374  0.3442
H -3.862 2.152 -3.700  0.3923
N 3.183 -0.597 -0.681  0.2314
C -3.539 -1.798 2.582  -0.7471
C -4.887 1.888 3.187  0.0601
H 1.716 2.563 1.414  0.1369
C -1.163 0.244 3.611  -0.2275
C 0.979 0.597 -3.679  -0.8346
Ca 0.797 0.193 -0.158  1.5057
H -5.047 -2.565 3.931  0.4309
O 0.036 -3.118 -0.107  -0.6809
H -1.948 6.249 -0.989  0.4007
C -4.576 -1.608 3.694  -0.8046
C 4.135 -2.795 -0.651  -1.0170
H -0.915 4.555 0.554  0.4369
O 1.281 -1.395 1.482  -0.5400
H 3.071 0.186 2.158  0.2972
C -1.793 0.203 5.003  -1.3655
H -3.118 4.991 -0.615  0.2273
C -3.339 1.205 1.335  -0.0205
H 5.366 1.775 -0.471  0.4931
C 4.432 1.394 -0.055  -0.9116
H -2.618 0.910 5.106  0.2915
H -5.366 -0.914 3.415  0.0756
H 0.618 3.205 -4.189  0.2280
H -1.507 2.816 -3.127  0.0401
C -2.036 2.093 -2.492  -0.1686
H -1.755 1.101 -2.858  0.2887
Ge -1.271 2.310 -0.621  0.4389
H -7.945 0.519 1.284  0.3850
O 1.902 1.618 1.367  -0.1840
H 6.190 -2.925 -0.036  0.4180
C 1.422 2.730 -4.750  -1.4567
H -2.288 4.983 -2.164  0.2170
H -5.688 0.375 0.275  0.3794
H -2.187 -0.788 5.229  0.3031
O -0.606 -3.046 2.586  -0.5906
H -4.026 2.296 3.704  0.5421
C 3.085 1.274 2.105  -0.6394
C -3.547 2.263 -2.657  -1.2975
H -6.275 2.419 4.734  0.3976
C -7.086 0.901 1.822  -0.6744

Values from the calculation:
Orbital gap ... 6.86 eV
LUMO level ... 0.17 eV
ΔE to the lowest compared entry with this formula, charge and spin ... 0.000 eV
F_max ... 0.26 eV/Å



A cluster of 7 separate species, C15H27FO27S6 in total at a distorted geometry. Source: OMol25; level of theory: ωB97M-V/def2-TZVPD.

Each line ends with the Mulliken charge.
Atoms and positions in Å:
C 7.951 -9.469 -25.495  -0.2793
O 6.190 -9.431 -18.474  -0.5593
H -0.806 -17.343 -21.192  0.3233
H -1.063 -17.572 -22.894  0.2803
S -1.879 -14.472 -22.895  1.0635
H 3.254 -6.264 -19.066  0.3202
O 7.241 -13.008 -26.322  -0.4931
H 7.409 -16.791 -15.971  0.2624
H -5.829 -12.752 -16.760  0.2829
S 6.115 0.410 -23.181  1.0686
S 5.654 -18.674 -17.609  1.0900
F 2.287 -8.712 -18.674  -0.2834
C 7.260 2.750 -23.732  -0.2833
H 8.224 -8.760 -26.277  0.2681
O -2.168 -15.934 -22.030  -0.3410
O -2.045 -14.286 -16.148  -0.5113
S 6.082 -3.315 -13.413  1.1040
O 4.231 -8.962 -17.586  -0.3303
C 7.325 -1.517 -14.626  -0.3354
H 6.716 -15.507 -16.993  0.3150
O 9.117 -11.415 -25.303  -0.3753
O 7.098 -10.520 -25.914  -0.3132
C -5.250 -12.870 -15.845  -0.2693
C 8.240 1.795 -23.059  -0.3609
O -1.656 -13.400 -21.884  -0.5107
O -2.754 -14.259 -24.019  -0.4885
H 9.257 1.919 -23.430  0.3428
H 8.106 2.055 -22.009  0.2993
H -3.783 -11.550 -16.592  0.3063
O 7.780 0.467 -23.147  -0.3126
H -5.887 -12.949 -14.964  0.2686
O 7.372 -3.901 -14.340  -0.3176
O 6.056 -1.912 -14.295  -0.3237
H 7.490 -8.753 -24.814  0.2975
H 8.685 -17.079 -18.145  0.2946
O 4.900 -7.647 -19.071  -0.3459
S 7.467 -11.989 -25.322  1.0763
O -3.186 -12.403 -14.792  -0.3026
O 5.577 -17.182 -16.941  -0.2973
O 5.581 -0.095 -21.953  -0.4901
C 5.213 -8.736 -18.397  0.7380
H 7.216 -0.744 -15.387  0.2735
C 0.153 -15.930 -22.528  -0.3689
O 6.032 2.094 -23.240  -0.3613
C 6.862 -16.582 -16.890  -0.2663
O 5.637 -0.166 -24.443  -0.5046
O 6.772 -12.266 -24.037  -0.5022
O 7.260 -18.524 -17.819  -0.3206
H 8.975 -2.806 -15.000  0.2732
O -0.434 -15.011 -23.428  -0.3050
H 7.260 2.555 -24.804  0.2861
C -1.031 -16.809 -22.115  -0.2712
C 7.601 -17.188 -18.114  -0.3132
H 0.532 -15.390 -21.661  0.2940
H -4.681 -10.986 -15.156  0.3153
H 7.415 3.801 -23.488  0.3159
H 2.586 -7.866 -16.915  0.2950
C 3.904 -6.844 -18.410  -0.3317
C 7.897 -2.778 -15.157  -0.2127
H 7.156 -16.833 -19.043  0.2693
O 5.391 -19.712 -16.651  -0.5020
H 10.194 -9.814 -25.447  0.2602
O 5.015 -18.718 -18.948  -0.5319
O 6.479 -2.969 -12.042  -0.5232
H 9.408 -10.008 -23.870  0.2436
H 7.633 -2.863 -16.212  0.2794
C -4.197 -11.841 -15.626  -0.3366
C 9.281 -10.135 -24.945  -0.1828
H 7.821 -1.121 -13.740  0.2887
O 4.834 -4.060 -13.668  -0.5060
H 4.166 -6.320 -17.491  0.2804
S -3.078 -14.001 -15.151  1.0738
O -4.519 -14.086 -15.877  -0.3113
C 3.162 -8.054 -17.821  0.2167
O -3.172 -14.756 -13.932  -0.5157
H 0.916 -16.565 -22.977  0.3243

Values from the calculation:
Orbital gap ... 11.06 eV
LUMO level ... 0.08 eV
ΔE to the lowest compared entry with this formula, charge and spin ... 5.161 eV
F_max ... 5.88 eV/Å
SMILES ... O=C1OC[C@@H](F)O1.O=S1(=O)OCCO1.O=S1(=O)OCCO1.O=S1(=O)OCCO1.O=S1(=O)OCCO1.O=S1(=O)OCCO1.O=S1(=O)OCCO1



A structure of composition C18H42MnNO2P2 at a distorted geometry. Source: OMol25; level of theory: ωB97M-V/def2-TZVPD.

Each line ends with the Mulliken charge.
Atoms and positions in Å:
H -3.481 1.817 -1.130  0.2755
H 2.748 -4.328 0.504  0.4743
H -0.730 1.340 2.762  0.0705
C 2.789 -3.230 0.442  -1.4668
C 1.472 2.955 1.368  -0.8365
H -5.075 -0.280 -0.379  0.3175
H -2.262 -1.285 2.802  0.2747
H 0.983 1.534 -2.915  0.3585
H 2.755 -3.012 -3.045  0.3212
H 4.390 -0.403 -2.412  0.3462
H 1.508 2.201 2.169  0.2901
H -2.358 1.250 3.457  0.2993
H -2.065 1.176 -3.308  0.5271
H 0.819 2.993 -0.480  0.2208
H 5.029 -1.280 -1.002  0.3141
H 3.183 -4.381 -2.018  0.4670
H -0.404 -2.104 0.510  0.1055
C 3.315 -0.011 -0.524  0.6438
C -2.813 0.960 -1.269  -0.8635
H -3.664 3.576 1.858  0.4209
H 1.309 -1.484 -3.266  0.5357
C -3.739 2.548 1.479  -1.5301
C 2.238 -2.796 -0.919  0.2381
C 3.136 -3.284 -2.057  -1.4212
N -0.623 0.287 -2.136  -0.4590
H 0.136 0.434 -4.052  0.5233
H -1.594 2.821 3.215  0.4722
C -3.465 -0.813 1.023  0.3090
H -3.865 -2.025 2.758  0.4702
H 1.248 -3.267 -1.039  0.4660
H 4.040 -0.985 1.287  0.2895
C 4.566 -0.345 -1.335  -1.5327
O 0.866 2.318 0.237  -0.2868
H -3.425 0.140 -1.653  0.5396
C 3.613 -0.027 0.975  -1.2435
C 0.555 0.529 -3.028  -1.0801
H 5.308 0.448 -1.180  0.4244
P -2.200 0.389 0.390  1.1972
O 0.564 -1.054 2.800  -0.3887
C -3.306 -1.110 2.515  -1.4644
H -4.373 2.001 2.182  0.3163
H -4.254 2.609 0.517  0.3437
H -3.196 -1.729 0.473  0.4877
C 0.270 -0.828 1.674  0.5346
H -5.293 0.386 1.245  0.2240
H -1.702 2.638 0.808  0.3851
H -1.078 -0.501 -2.641  0.2989
H 4.162 -2.907 -1.969  0.2249
H 4.358 0.748 1.197  0.4759
C -4.918 -0.477 0.684  -1.4159
P 1.810 -0.993 -0.976  1.3949
H 2.727 0.169 1.587  0.0478
H -1.353 2.337 -2.138  0.3543
H 2.200 -2.837 1.282  0.2699
H -5.549 -1.337 0.946  0.4673
H -3.710 -0.307 3.149  0.3100
C 1.597 -0.557 -2.766  -0.8699
C -1.713 1.820 2.781  -1.2730
C -2.336 1.947 1.391  0.6852
H 2.994 1.013 -0.787  0.4027
H 0.888 3.814 1.721  0.3358
C -1.712 1.309 -2.264  -1.0933
H 2.495 3.292 1.157  0.3277
H 3.840 -2.937 0.580  0.3104
Mn -0.216 -0.625 -0.054  -0.4372
H 2.568 -0.261 -3.176  0.2733

Values from the calculation:
Orbital gap (alpha / beta) ... 7.21 / 7.78 eV
LUMO level (alpha / beta) ... -7.64 / -8.50 eV
F_max ... 8.37 eV/Å
Charge ... +2
Multiplicity ... 5